Record 1
DFT (wB97M-V/def2-TZVPD) results for a single C5H10O molecule.

Structure (XYZ):
```
16
Properties=species:S:1:pos:R:3:mulliken_charge:R:1
C -0.4410 0.2094 -2.0140 -1.2114
C -0.8448 -0.3252 -0.6249 -0.6127
C -0.0567 0.3238 0.5376 0.5743
C -0.0389 -0.3522 1.9571 -1.2621
C 1.4255 0.3277 0.2728 -0.3897
O 2.0112 -0.5123 -0.3662 -0.4962
H 0.6163 0.0195 -2.2142 0.3323
H -1.0123 -0.2955 -2.8017 0.3526
H -0.6196 1.2868 -2.1263 0.2935
H -1.9215 -0.1547 -0.4889 0.3648
H -0.6908 -1.4092 -0.6210 0.2930
H -0.4028 1.3605 0.6561 0.3333
H -0.5008 -1.3412 1.9691 0.3346
H 0.9971 -0.5140 2.2932 0.3411
H -0.4972 0.2693 2.7298 0.3063
H 1.9762 1.1072 0.8415 0.4462
```

## Properties
2S+1: 1
strongest force on any atom: 0.4 eV/Å
SMILES: CC[C@@H](C)C=O
LUMO level: 0.0391 Eh

=====

Record 2
DFT (wB97M-V/def2-TZVPD) results for 2 unconnected molecules or ions with the total composition C3H8NS.

Structure (XYZ):
```
13
Properties=species:S:1:pos:R:3:mulliken_charge:R:1
C -1.0425 -1.9736 -0.4860 -0.9215
C -0.2600 -1.0299 0.0485 0.2200
N -0.6479 -0.0850 0.9767 -0.2918
C 0.1334 1.1420 1.1275 -0.8395
H -2.1095 -2.0646 -0.3153 0.2367
H -0.6102 -2.6398 -1.2200 0.2447
H 0.7672 -0.9049 -0.2863 0.1698
H -1.6518 0.0004 1.0349 0.2119
H -0.0258 1.5526 2.1258 0.2525
H 1.1846 0.9022 0.9861 0.3081
H -0.1168 1.8582 0.3434 0.3007
S 1.8084 1.4063 -1.6572 -0.8190
H 2.5712 1.8361 -2.6779 -0.0727
```

## Properties
2S+1: 1
strongest force on any atom: 0.6 eV/Å
LUMO level: 0.1499 Eh
net charge: -1

=====

Record 3
DFT (wB97M-V/def2-TZVPD) results for a molecular structure, C27H49N3ORb.

Structure (XYZ):
```
81
Properties=species:S:1:pos:R:3:mulliken_charge:R:1
Rb -10.0728 -0.6309 -16.4688 0.7570
C -13.7462 -0.1850 -16.0347 0.9699
C -13.5738 0.3295 -17.3350 0.3147
C -12.5911 1.3540 -17.2934 1.1136
C -12.1837 1.4987 -15.9394 -0.2622
C -12.8711 0.5272 -15.1704 0.2741
C -12.7312 0.2597 -13.6986 -1.4622
C -11.1283 2.4369 -15.4460 -1.3267
C -12.0879 2.1186 -18.4808 -1.7864
C -14.4406 0.0546 -18.5331 -1.2323
C -14.7754 -1.1778 -15.5719 -1.8406
H -13.7086 0.1792 -13.1927 0.3168
H -12.1593 1.0354 -13.1957 0.3972
H -12.2101 -0.6838 -13.4780 0.1695
H -11.3366 3.4841 -15.6786 0.3438
H -10.1421 2.2475 -15.8513 0.2429
H -10.9979 2.3617 -14.3670 0.3342
H -12.8255 2.8198 -18.8876 0.2820
H -11.7844 1.4999 -19.3182 0.3185
H -11.2119 2.7246 -18.2459 0.4224
H -15.1694 0.8554 -18.6868 0.3630
H -15.0330 -0.8625 -18.4406 0.4088
H -13.9061 -0.0068 -19.4813 0.2104
H -15.3722 -0.7688 -14.7517 0.4735
H -14.3560 -2.1143 -15.1913 0.1590
H -15.4802 -1.4320 -16.3719 0.3767
C -10.3160 -4.9089 -15.4475 -1.1354
N -9.0479 -4.2361 -15.4158 0.9999
C -8.5298 -4.1894 -14.0663 -1.2713
C -8.0565 -4.8633 -16.2728 -1.3387
C -8.3029 -4.8398 -17.7582 -0.9767
N -8.4008 -3.5197 -18.3467 0.9657
C -8.4561 -3.6470 -19.7840 -1.3982
C -7.2862 -2.6720 -17.9336 -1.1810
H -10.2299 -5.9667 -15.1283 0.3344
H -10.7487 -4.8823 -16.4472 0.1556
H -11.0362 -4.4052 -14.7976 0.3711
H -8.3912 -5.1980 -13.6447 0.4009
H -9.1884 -3.6232 -13.4084 0.3122
H -7.5620 -3.6985 -14.0811 0.3100
H -7.9052 -5.9224 -15.9546 0.3980
H -7.1074 -4.3948 -16.0657 0.5727
H -9.2333 -5.3793 -18.0094 0.4258
H -7.4769 -5.4133 -18.2365 0.3605
H -7.5174 -4.0649 -20.1971 0.4244
H -8.6064 -2.6843 -20.2643 0.2968
H -9.2864 -4.3093 -20.0658 0.3609
H -6.3006 -3.0989 -18.1723 0.2437
H -7.3063 -2.4494 -16.8653 0.2449
H -7.3719 -1.7017 -18.4306 0.3485
C -12.8925 -3.3575 -17.8719 -0.7314
C -12.0344 -2.7369 -18.9596 0.4080
O -11.5740 -1.4392 -18.6451 -0.5288
H -13.1702 -4.3637 -18.1701 0.5192
H -13.8009 -2.7789 -17.7253 0.1796
H -12.3802 -3.4118 -16.9009 -0.1645
H -12.6120 -2.7052 -19.9145 0.2493
H -11.1644 -3.3444 -19.1606 -0.2887
H -12.2578 -0.8855 -18.1881 -0.2025
C -8.2346 -0.8525 -11.0816 -0.8800
N -7.6577 -0.0481 -12.1167 -0.0776
C -8.5740 1.0189 -12.4843 -1.0650
C -7.3582 -0.8706 -13.2988 -0.3201
C -6.6336 -0.1597 -14.4193 -0.4406
C -5.3170 0.2578 -14.1597 -0.5327
C -4.5957 0.9251 -15.1393 -0.4315
C -5.1566 1.1591 -16.3800 -0.6456
C -6.4894 0.7757 -16.5877 -0.4680
C -7.2842 0.0907 -15.6421 0.1316
H -8.4491 -0.2712 -10.1745 0.3012
H -7.5235 -1.6433 -10.8058 0.3217
H -9.1762 -1.3424 -11.4141 0.2331
H -8.7695 1.6525 -11.6165 0.4040
H -9.5406 0.6377 -12.8579 0.3539
H -8.1504 1.6178 -13.2874 0.3054
H -8.3036 -1.3021 -13.7086 -0.2680
H -6.7601 -1.7208 -12.9350 0.7360
H -4.8532 0.0977 -13.1941 0.3538
H -3.5872 1.2690 -14.9461 0.3477
H -4.5601 1.6617 -17.1509 0.3293
H -6.8870 0.9972 -17.5732 0.3087
```

## Properties
2S+1: 1
strongest force on any atom: 1.0 eV/Å
LUMO level: 0.0770 Eh
net charge: -1

=====

Record 4
DFT (wB97M-V/def2-TZVPD) results for 7 unconnected molecules or ions with the total composition FH12O6 in a non-equilibrium geometry.

Structure (XYZ):
```
19
Properties=species:S:1:pos:R:3:mulliken_charge:R:1
F -5.7606 -5.1065 -8.8731 -0.7860
O -4.0140 -4.4418 -10.6893 -0.5955
H -4.5405 -4.6228 -9.9106 0.3289
H -4.1661 -3.5145 -10.8716 0.3380
O -6.8163 -5.9224 -11.6935 -0.6579
H -7.2366 -6.7707 -11.5522 0.2994
H -6.4850 -5.6721 -10.8310 0.3238
O -3.7437 -4.4560 -7.3085 -0.5018
H -4.4772 -4.8837 -7.7505 0.3496
H -2.9863 -4.6456 -7.8622 0.3774
O -7.0167 -4.5412 -6.5836 -0.4359
H -6.4556 -3.8045 -6.3415 0.3518
H -6.6980 -4.8130 -7.4443 0.3780
O -4.7829 -7.5258 -8.3190 -0.6196
H -4.8588 -8.1058 -9.0767 0.3438
H -5.1031 -6.6796 -8.6315 0.3696
O -6.6723 -2.5433 -9.0667 -0.5518
H -6.2574 -3.3948 -9.2046 0.3562
H -6.2519 -2.1961 -8.2799 0.3320
```

## Properties
2S+1: 2
strongest force on any atom: 1.8 eV/Å
⟨S²⟩: 0.76
LUMO level (spin up / spin down): 0.0012 / -0.2713 Eh

=====

Taking the records one at a time from the top gives DFT total energy values of -7394.097 -15566.210 -35966.016 -15193.403 eV.